No. 1
Density functional theory data (the ωB97M-V functional and the def2-TZVPD basis) for 6 unconnected molecules or ions with the total composition H12O6.

Values from the calculation:
HOMO-LUMO gap   9.57 eV
Max |F|   11.1 eV/Å
SMILES   O.O.O.O.O.O

Cartesian coordinates (Å):
O: 46.350 26.007 33.406
H: 46.061 25.131 33.042
H: 45.671 26.589 33.478
O: 47.691 24.653 31.050
H: 48.597 24.947 30.741
H: 47.533 23.990 30.334
O: 46.719 27.567 30.498
H: 47.039 26.817 30.242
H: 47.419 28.329 30.742
O: 49.976 25.654 29.540
H: 50.288 24.733 29.571
H: 50.711 26.225 29.403
O: 47.520 22.590 29.005
H: 47.632 21.780 29.642
H: 46.771 22.397 28.249
O: 45.615 23.436 32.518
H: 46.301 23.289 31.913
H: 44.993 22.978 32.043

Cartesian forces (eV/Å) of the 2 atoms listed first:
3.333 -3.423 -0.268
-0.051 1.435 0.420

=====

No. 2
Density functional theory data (the ωB97M-V functional and the def2-TZVPD basis) for 2 unconnected molecules or ions with the total composition C3H4O.

Values from the calculation:
HOMO-LUMO gap (alpha / beta)   7.83 / 7.81 eV
Max |F|   5.8 eV/Å

Cartesian coordinates (Å):
C: -2.400 0.593 0.875
C: -1.326 0.113 0.788
C: 1.386 -0.263 -0.583
O: 0.811 -0.724 0.518
H: -3.398 1.008 0.897
H: 1.997 0.697 -0.268
H: 0.762 -0.403 -1.527
H: 2.167 -1.022 -0.701

Cartesian forces (eV/Å) of the 2 atoms listed first:
-2.578 1.082 0.040
5.473 -1.955 -0.648

=====

No. 3
Density functional theory data (the ωB97M-V functional and the def2-TZVPD basis) for a molecular structure, C49H33AsN8O4PtS.

Values from the calculation:
HOMO-LUMO gap   4.21 eV
Max |F|   1.5 eV/Å
Net charge   +2

Cartesian coordinates (Å):
Pt: -0.003 0.687 0.083
O: -1.635 4.659 5.780
N: -0.496 4.264 5.730
O: 0.352 4.549 6.538
C: -0.101 3.367 4.609
C: 1.172 2.933 4.652
C: 1.698 2.061 3.660
C: 3.005 1.535 3.700
C: 3.422 0.689 2.707
C: 2.556 0.377 1.658
N: 1.331 0.870 1.603
C: 0.888 1.685 2.599
C: -0.475 2.120 2.553
N: -1.223 1.632 1.528
C: -2.498 1.954 1.428
C: -3.104 2.791 2.359
C: -2.377 3.290 3.410
C: -1.006 2.957 3.552
H: 1.800 3.269 5.466
H: 3.655 1.808 4.525
H: 4.417 0.264 2.708
H: 2.852 -0.276 0.847
H: -3.048 1.552 0.585
H: -4.149 3.046 2.243
H: -2.841 3.934 4.132
N: 0.278 4.053 -7.069
C: -0.144 3.558 -5.879
C: -1.482 3.155 -5.707
C: -1.933 2.732 -4.480
C: -1.046 2.678 -3.406
C: 0.299 3.009 -3.569
C: 0.749 3.432 -4.797
S: -1.639 2.363 -1.809
O: -0.756 3.032 -0.869
O: -3.049 2.590 -1.725
N: -1.330 0.760 -1.405
C: -2.039 -0.281 -1.885
N: -1.982 -1.453 -1.199
C: -2.613 -2.513 -1.734
C: -3.314 -2.434 -2.908
C: -3.345 -1.182 -3.513
N: -2.703 -0.134 -3.031
H: -0.372 4.221 -7.812
H: 1.199 4.434 -7.170
H: -2.162 3.205 -6.550
H: -2.969 2.453 -4.330
H: 0.975 2.947 -2.725
H: 1.792 3.695 -4.934
H: -2.552 -3.436 -1.180
H: -3.814 -3.293 -3.331
H: -3.895 -1.021 -4.434
N: 6.814 -1.020 -6.928
C: 6.017 -0.945 -6.102
C: 5.024 -0.808 -5.069
C: 3.782 -0.257 -5.381
C: 2.846 -0.064 -4.384
C: 3.142 -0.415 -3.062
C: 4.377 -0.993 -2.764
C: 5.315 -1.186 -3.761
C: 2.175 -0.150 -2.039
C: 1.339 0.085 -1.197
H: 3.563 0.012 -6.406
H: 1.878 0.362 -4.610
H: 4.598 -1.284 -1.745
H: 6.277 -1.627 -3.537
C: -4.485 -4.470 2.320
C: -4.759 -3.107 2.268
C: -3.794 -2.229 1.801
C: -2.561 -2.733 1.397
C: -2.280 -4.093 1.422
C: -3.257 -4.959 1.896
As: -1.119 -1.484 1.049
C: -0.676 -1.115 2.902
C: -1.399 -0.387 3.833
C: -0.895 -0.255 5.120
C: 0.314 -0.858 5.450
C: 1.021 -1.602 4.513
C: 0.534 -1.737 3.219
C: 1.184 -2.488 2.114
C: 2.406 -3.141 2.183
C: 2.938 -3.741 1.047
C: 2.259 -3.702 -0.165
C: 1.026 -3.073 -0.245
C: 0.499 -2.492 0.897
H: -5.236 -5.155 2.693
H: -5.718 -2.727 2.595
H: -3.999 -1.166 1.755
H: -1.319 -4.470 1.096
H: -3.049 -6.021 1.931
H: -2.345 0.071 3.569
H: -1.444 0.309 5.863
H: 0.700 -0.758 6.458
H: 1.940 -2.095 4.804
H: 2.952 -3.185 3.118
H: 3.897 -4.239 1.107
H: 2.689 -4.164 -1.045
H: 0.485 -3.030 -1.182

Cartesian forces (eV/Å) of the 2 atoms listed first:
-1.175 -0.624 0.664
-0.580 -0.086 -0.356

=====

No. 4
Density functional theory data (the ωB97M-V functional and the def2-TZVPD basis) for a molecular structure, C14H26MnNO3PS.

Values from the calculation:
HOMO-LUMO gap (alpha / beta)   7.22 / 8.53 eV
Max |F|   2.6 eV/Å
2S+1   6

Cartesian coordinates (Å):
C: 0.860 -2.300 -3.142
C: 1.198 -0.950 -3.158
C: 0.976 -0.149 -2.020
C: 0.449 -0.707 -0.861
C: 0.074 -2.047 -0.866
C: 0.307 -2.859 -1.988
C: 1.329 1.308 -2.065
C: 0.466 2.201 -1.143
N: -0.755 2.600 -1.708
Mn: 0.509 0.485 0.911
C: -0.613 -2.607 0.355
P: -1.337 -1.168 1.248
H: 1.631 -0.485 -4.049
H: 0.029 -3.914 -1.939
H: 1.021 -2.921 -4.025
H: 0.097 -3.098 1.041
H: -1.414 -3.315 0.104
H: 2.378 1.445 -1.743
H: 1.272 1.685 -3.096
H: 0.113 1.731 -0.168
C: -1.747 -1.836 2.874
C: -2.899 -0.915 0.354
H: 1.025 3.113 -0.896
C: -1.667 1.687 -2.320
C: -1.314 3.847 -1.278
H: 0.029 1.809 2.737
H: -2.365 2.289 -2.919
H: -1.148 0.975 -2.975
H: -2.274 1.100 -1.602
H: -2.027 4.189 -2.039
H: -1.848 3.792 -0.309
H: -0.510 4.592 -1.169
H: -3.575 -1.762 0.531
H: -3.357 0.011 0.728
H: -2.720 -0.810 -0.723
H: -2.238 -2.814 2.785
H: -0.820 -1.917 3.455
H: -2.416 -1.124 3.373
H: -0.305 2.342 2.260
C: 3.538 -0.069 3.784
S: 2.411 -0.833 2.617
O: 2.718 -2.249 2.558
O: 1.031 -0.497 3.112
O: 2.612 -0.084 1.321
H: 3.440 -0.587 4.747
H: 3.283 0.992 3.904
H: 4.551 -0.176 3.406

Cartesian forces (eV/Å) of the 2 atoms listed first:
0.085 -0.149 0.127
-0.122 0.467 0.268

=====

No. 5
Density functional theory data (the ωB97M-V functional and the def2-TZVPD basis) for 3 unconnected molecules or ions with the total composition C3H11NO2.

Values from the calculation:
HOMO-LUMO gap (alpha / beta)   3.06 / 9.17 eV
Max |F|   1.7 eV/Å
Net charge   -1
2S+1   2

Cartesian coordinates (Å):
N: -1.426 -1.056 0.189
C: 0.023 -0.889 -0.132
C: 1.624 0.942 -0.707
C: 0.483 0.536 -0.115
H: -1.690 -2.006 -0.020
H: -1.434 -0.792 1.172
H: 0.670 -1.647 0.340
H: 0.135 -1.309 -1.117
H: 1.803 2.005 -0.820
H: 2.356 0.194 -1.034
H: -0.207 1.382 -0.209
H: -2.321 1.689 -2.093
H: -2.593 0.302 -1.384
O: -2.331 0.749 -2.201
H: 1.767 -0.130 3.466
H: 1.367 0.413 2.136
O: 1.775 -0.383 2.530

Cartesian forces (eV/Å) of the 2 atoms listed first:
1.269 1.198 0.024
-0.543 -1.142 -0.528

=====

No. 6
Density functional theory data (the ωB97M-V functional and the def2-TZVPD basis) for C2H7N3OS in the gas phase.

Values from the calculation:
HOMO-LUMO gap   9.50 eV
Max |F|   1.9 eV/Å
SMILES   [H]/N=C(\NS)N(C)O

Cartesian coordinates (Å):
H: -0.278 2.651 0.217
N: -0.761 1.766 0.013
C: -0.027 0.735 -0.040
N: 1.311 0.687 0.326
S: 2.487 -0.312 -0.421
N: -0.603 -0.471 -0.443
C: -0.525 -1.585 0.515
O: -1.904 -0.298 -0.866
H: 1.676 1.566 0.648
H: 2.440 0.277 -1.632
H: -1.152 -1.347 1.372
H: 0.468 -1.769 0.811
H: -0.949 -2.452 0.002
H: -2.183 0.551 -0.501

Cartesian forces (eV/Å) of the 2 atoms listed first:
-0.195 -0.714 -0.133
-0.148 1.091 0.060

=====

Among the records above, which one has the highest max |F|? H12O6

=====

Look up the max |F| of the fourth one. 2.6 eV/Å

=====

Among the records above, which one has the lowest max |F|? C49H33AsN8O4PtS

=====

Repeat the first record exactly.
Density functional theory data (the ωB97M-V functional and the def2-TZVPD basis) for 6 unconnected molecules or ions with the total composition H12O6.

Values from the calculation:
HOMO-LUMO gap   9.57 eV
Max |F|   11.1 eV/Å
SMILES   O.O.O.O.O.O

Cartesian coordinates (Å):
O: 46.350 26.007 33.406
H: 46.061 25.131 33.042
H: 45.671 26.589 33.478
O: 47.691 24.653 31.050
H: 48.597 24.947 30.741
H: 47.533 23.990 30.334
O: 46.719 27.567 30.498
H: 47.039 26.817 30.242
H: 47.419 28.329 30.742
O: 49.976 25.654 29.540
H: 50.288 24.733 29.571
H: 50.711 26.225 29.403
O: 47.520 22.590 29.005
H: 47.632 21.780 29.642
H: 46.771 22.397 28.249
O: 45.615 23.436 32.518
H: 46.301 23.289 31.913
H: 44.993 22.978 32.043

Cartesian forces (eV/Å) of the 2 atoms listed first:
3.333 -3.423 -0.268
-0.051 1.435 0.420